Entry 1:
Computed, not measured: C2H2OP2 in the gas phase at a distorted geometry, with ωB97M-V/def2-TZVPD.

Geometry as XYZ:
```
7
Properties=species:S:1:pos:R:3
C -0.07782 0.71887 1.13521
P 0.37225 -0.67373 0.47119
C 0.06981 -0.59851 -1.26701
P -0.61509 0.83606 -1.92911
O -0.82244 1.82828 -0.85023
H -0.23410 1.31808 1.99715
H 0.29449 -1.44865 -1.88508
```

Summary:
M = 104.0 g mol⁻¹
ΔE to the lowest compared entry with this formula, charge and spin = 252.6 kJ/mol
Total charge = 0
DFT total energy = -835.2226 hartree
Frontier orbital gap = 7.45 eV
SMILES string = C#P=CP=O

Atom charges from the Löwdin analysis, given in e for atoms 1 to 6: C -0.211; P 0.819; C -0.711; P 0.707; O -0.538; H -0.027



Entry 2:
Computed, not measured: C2H2OS in the gas phase at a distorted geometry, with ωB97M-V/def2-TZVPD.

Geometry as XYZ:
```
6
Properties=species:S:1:pos:R:3
C -0.13615 1.70503 -0.19528
C 0.49615 0.68370 -0.31426
S 1.36998 -0.70564 -0.34677
O 0.32367 -1.80322 0.22811
H -0.71585 2.46515 -0.64771
H 0.54062 -1.85822 1.17203
```

Summary:
M = 74.1 g mol⁻¹
ΔE to the lowest compared entry with this formula, charge and spin = 156.3 kJ/mol
Total charge = 0
DFT total energy = -550.7287 hartree
Frontier orbital gap = 9.19 eV
SMILES string = C#CSO

For each atom in turn, the Löwdin charge in e is: C 0.045; C -0.553; S 0.883; O -0.440; H 0.023; H 0.042



Entry 3:
Computed, not measured: a molecular structure, C2H2OS at a distorted geometry, with ωB97M-V/def2-TZVPD.

Geometry as XYZ:
```
6
Properties=species:S:1:pos:R:3
C 0.26552 0.63534 0.08802
C 0.68900 -0.62127 0.03282
O 2.24214 1.14641 -0.01580
S 2.39131 -0.48668 -0.00012
H -0.38284 1.45344 -0.05112
H 0.08631 -1.51154 0.04197
```

Summary:
M = 74.1 g mol⁻¹
ΔE to the lowest compared entry with this formula, charge and spin = 323.5 kJ/mol
Total charge = 0
DFT total energy = -550.6650 hartree
Frontier orbital gap = 7.59 eV

For each atom in turn, the Löwdin charge in e is: C 0.090; C -0.476; O -0.594; S 0.840; H 0.066; H 0.073



Entry 4:
Computed, not measured: C2H2OS in the gas phase at a distorted geometry, with ωB97M-V/def2-TZVPD.

Geometry as XYZ:
```
6
Properties=species:S:1:pos:R:3
O -1.70199 0.21118 -0.14714
C -0.67250 -0.40439 -0.10331
C 0.63544 0.49263 0.10384
S 2.10634 -0.15380 -0.03360
H -0.80682 -1.65236 -0.22423
H 0.43953 1.50674 0.40444
```

Summary:
M = 74.1 g mol⁻¹
ΔE to the lowest compared entry with this formula, charge and spin = 63.9 kJ/mol
Total charge = 0
DFT total energy = -550.7639 hartree
Frontier orbital gap = 8.00 eV
SMILES string = O=CC=S

For each atom in turn, the Löwdin charge in e is: O 0.011; C -0.317; C -0.615; S 0.703; H 0.173; H 0.044



Entry 5:
Computed, not measured: 2 unconnected molecules or ions with the total composition C2H2OS2 at a distorted geometry, with ωB97M-V/def2-TZVPD.

Geometry as XYZ:
```
7
Properties=species:S:1:pos:R:3
O -3.75821 -1.52200 0.38127
C -3.58359 -0.40103 0.02045
C -3.63051 0.83542 -0.25764
S -3.49337 2.36790 -0.69546
S 0.75788 -0.00707 0.41758
H 0.08124 0.31056 1.62172
H 1.20470 -1.12952 0.91063
```

Summary:
M = 106.2 g mol⁻¹
ΔE to the lowest compared entry with this formula, charge and spin = 226.4 kJ/mol
Total charge = 0
DFT total energy = -948.9188 hartree
Frontier orbital gap (spin up / spin down) = 6.60 / 6.58 eV
SMILES string = O=C=C=S.S

Atom charges from the Löwdin analysis, given in e for atoms 1 to 6: O 0.141; C -0.282; C -0.615; S 0.746; S 0.439; H -0.163



Entry 6:
Computed, not measured: C2H2OS2 in the gas phase at a distorted geometry, with ωB97M-V/def2-TZVPD.

Geometry as XYZ:
```
7
Properties=species:S:1:pos:R:3
O 1.09692 1.82070 -0.39968
C 0.34554 1.27694 0.36123
C -0.19680 -0.08543 0.20364
S -1.79251 -0.14866 -0.09407
S 1.14494 -1.17900 0.03242
H 0.04096 1.77138 1.32727
H 0.65233 -2.24359 -0.53263
```

Summary:
M = 106.2 g mol⁻¹
ΔE to the lowest compared entry with this formula, charge and spin = 83.2 kJ/mol
Total charge = 0
DFT total energy = -948.9733 hartree
Frontier orbital gap = 8.21 eV
SMILES string = O=CC(=S)S

Atom charges from the Löwdin analysis, given in e for atoms 1 to 6: O 0.056; C -0.458; C -1.174; S 0.726; S 0.851; H 0.133